1.
{
  "formula": "C5H9NO",
  "method": "ωB97M-V/def2-TZVPD",
  "homo_energy_ev": -8.534,
  "gap_ev": 9.37,
  "fmax_ev_per_a": 0.476,
  "smiles": "CC(C)=C=NCO",
  "lumo_energy_ev": 0.832,
  "e_tot_ev": -8866.7323,
  "symbols": ["C", "C", "C", "C", "O", "C", "N", "H", "H", "H", "H", "H", "H", "H", "H", "H"],
  "coordinates": [[-0.8051, 1.4171, -1.3667], [0.1570, 0.3124, -1.0028], [0.1747, -0.9578, -1.8216], [0.2268, -0.3201, 2.1469], [0.4651, -0.1813, 3.5041], [0.8253, 0.3575, 0.1277], [1.2596, 0.2893, 1.2773], [-1.8221, 1.0033, -1.3815], [-0.7806, 2.2283, -0.6323], [-0.6168, 1.8417, -2.3596], [0.4788, -0.7946, -2.8625], [-0.8359, -1.3881, -1.8460], [0.8460, -1.7007, -1.3786], [0.1347, -1.3733, 1.8574], [-0.7185, 0.1804, 1.9324], [1.0112, -0.9141, 3.8058]],
  "mulliken_charge": [-1.23, 0.62, -1.20, -0.27, -0.52, 0.29, -0.50, 0.30, 0.33, 0.36, 0.34, 0.30, 0.32, 0.28, 0.27, 0.32]
}


2.
{
  "formula": "C7H18N3S",
  "method": "ωB97M-V/def2-TZVPD",
  "homo_energy_ev": -12.809,
  "gap_ev": 10.34,
  "total_charge": 1,
  "fmax_ev_per_a": 4.863,
  "lumo_energy_ev": -2.468,
  "e_tot_ev": -22850.9020,
  "symbols": ["S", "C", "C", "C", "C", "C", "H", "H", "H", "H", "H", "H", "H", "H", "H", "H", "C", "N", "N", "N", "C", "H", "H", "H", "H", "H", "H", "H", "H"],
  "coordinates": [[-3.0420, 1.0740, -0.2383], [-4.6850, 1.1565, -0.9988], [-2.5870, -0.5676, -0.8568], [-5.5702, -0.0229, -0.6088], [-3.6036, -1.6390, -0.4757], [-4.9862, -1.3602, -1.0684], [-5.1231, 2.1161, -0.6633], [-4.5689, 1.2058, -2.0986], [-1.5917, -0.7860, -0.4241], [-2.4722, -0.5172, -1.9566], [-5.6952, -0.0293, 0.4911], [-6.5712, 0.1169, -1.0605], [-3.2397, -2.6208, -0.8349], [-3.6747, -1.6897, 0.6279], [-4.9053, -1.3527, -2.1724], [-5.6773, -2.1780, -0.7872], [-1.4941, 3.0539, 1.4950], [-0.8042, 3.9277, 2.2312], [-1.3958, 3.0829, 0.1707], [-2.2807, 2.1539, 2.0965], [-0.5630, 4.0293, -0.5646], [-0.2020, 4.6171, 1.7745], [-0.8774, 3.9085, 3.2514], [-1.9382, 2.3989, -0.3628], [-2.8109, 1.4826, 1.5354], [-2.3520, 2.1369, 3.1168], [-0.6744, 3.8240, -1.6426], [0.5010, 3.9218, -0.2942], [-0.8718, 5.0703, -0.3710]],
  "mulliken_charge": [-0.30, -0.61, -0.61, -0.56, -0.56, -0.63, 0.36, 0.41, 0.36, 0.42, 0.30, 0.32, 0.32, 0.30, 0.32, 0.31, 0.91, -0.38, -0.10, -0.34, -1.24, 0.21, 0.20, 0.19, 0.12, 0.18, 0.33, 0.40, 0.40]
}